[1]
{"formula": "C27H48N4O3S2Se2Si2W", "method": "wB97M-V/def2-TZVPD", "relative_energy_kcal_mol": 73.9, "fmax_ev_per_a": 6.05, "orbital_gap_ev": [5.2, 5.2], "elements": ["W", "O", "C", "C", "C", "O", "C", "Se", "C", "Se", "H", "H", "H", "H", "H", "H", "H", "H", "H", "H", "O", "N", "C", "C", "C", "C", "C", "S", "H", "H", "H", "H", "C", "Si", "C", "C", "C", "C", "C", "C", "C", "C", "N", "Si", "C", "C", "C", "H", "H", "H", "H", "H", "H", "H", "H", "H", "H", "H", "H", "H", "H", "H", "H", "H", "H", "H", "H", "H", "H", "C", "N", "C", "C", "S", "N", "C", "C", "H", "H", "H", "H", "H", "H", "H", "H", "H", "H", "H", "H"], "positions_angstrom": [[-1.50, -0.27, -0.68], [-2.45, 5.82, -0.51], [-3.40, 4.96, 0.07], [-2.88, 3.51, -0.04], [-3.95, 2.56, 0.48], [-3.31, 1.33, 0.75], [-1.63, 3.40, 0.84], [-0.47, 1.75, 0.65], [-2.56, 3.28, -1.53], [-2.63, 1.38, -2.23], [-2.81, 6.71, -0.56], [-4.37, 5.03, -0.44], [-3.56, 5.22, 1.13], [-4.74, 2.42, -0.28], [-4.40, 2.96, 1.40], [-3.93, 0.70, 1.15], [-1.91, 3.43, 1.89], [-0.97, 4.23, 0.61], [-1.57, 3.68, -1.77], [-3.30, 3.79, -2.15], [-1.43, -0.43, 1.02], [-2.47, -2.62, 0.74], [-2.13, -3.42, 1.74], [-3.01, -3.83, 2.72], [-4.33, -3.42, 2.64], [-4.72, -2.61, 1.60], [-3.74, -2.20, 0.68], [-4.09, -1.09, -0.59], [-1.10, -3.74, 1.75], [-2.66, -4.45, 3.54], [-5.05, -3.74, 3.38], [-5.73, -2.27, 1.48], [2.76, 0.75, -3.77], [1.04, 1.19, -3.03], [1.36, 2.88, -2.16], [-0.08, 1.57, -4.54], [0.37, -0.24, -1.95], [-0.38, -1.22, -2.78], [-0.09, -1.71, -4.03], [-0.82, -2.78, -4.57], [-1.82, -3.35, -3.77], [-2.11, -2.83, -2.55], [-1.47, -1.71, -2.04], [1.65, -1.35, -1.08], [0.69, -2.55, 0.06], [2.64, -2.52, -2.24], [2.93, -0.30, -0.11], [3.14, 1.58, -4.36], [2.73, -0.12, -4.41], [3.48, 0.55, -2.98], [1.02, 3.69, -2.80], [2.42, 3.02, -1.99], [0.86, 2.98, -1.20], [-0.58, 2.54, -4.45], [-0.87, 0.83, -4.66], [0.50, 1.59, -5.46], [0.74, -1.29, -4.58], [-0.57, -3.18, -5.54], [-2.36, -4.22, -4.12], [-2.86, -3.26, -1.90], [0.10, -3.27, -0.52], [0.01, -1.98, 0.70], [1.34, -3.12, 0.71], [1.98, -3.14, -2.84], [3.29, -3.19, -1.68], [3.28, -1.97, -2.92], [2.51, 0.67, 0.16], [3.82, -0.13, -0.70], [3.24, -0.80, 0.80], [3.63, 1.06, 4.91], [3.02, 0.87, 3.60], [2.38, 2.06, 3.08], [2.43, -0.33, 3.32], [0.89, -0.43, 2.69], [3.17, -1.45, 3.58], [2.57, -2.76, 3.49], [4.61, -1.46, 3.56], [2.98, 1.69, 5.53], [4.60, 1.55, 4.82], [3.75, 0.11, 5.42], [3.03, 2.91, 3.27], [1.40, 2.23, 3.52], [2.23, 1.95, 2.00], [1.50, -2.68, 3.60], [2.98, -3.38, 4.28], [2.80, -3.22, 2.52], [5.00, -0.48, 3.30], [4.95, -2.18, 2.81], [5.01, -1.77, 4.53]]}

***

[2]
{"formula": "C2H2N2O4", "method": "wB97M-V/def2-TZVPD", "smiles": "O=C1NOC(=O)NO1", "relative_energy_kcal_mol": 45.4, "fmax_ev_per_a": 4.92, "orbital_gap_ev": 10.8, "elements": ["C", "C", "H", "H", "N", "N", "O", "O", "O", "O"], "positions_angstrom": [[1.24, -0.59, 0.24], [-1.26, 0.53, -0.27], [1.75, 1.12, -0.83], [-1.76, -1.07, 0.95], [1.00, 0.59, -0.52], [-1.03, -0.64, 0.40], [2.40, -1.00, 0.35], [-0.23, 1.24, -0.63], [-2.32, 0.99, -0.47], [0.22, -1.17, 0.78]]}

***

[3]
{"formula": "C69H84AsGeKN4OP3S2", "method": "wB97M-V/def2-TZVPD", "s_squared": 0.76, "spin_multiplicity": 2, "fmax_ev_per_a": 2.26, "orbital_gap_ev": [6.5, 4.4], "elements": ["K", "C", "C", "C", "P", "C", "N", "Ge", "N", "C", "P", "C", "C", "C", "C", "C", "C", "C", "C", "C", "C", "C", "C", "N", "C", "C", "C", "C", "C", "C", "C", "C", "C", "C", "C", "C", "N", "C", "P", "C", "C", "C", "C", "C", "C", "C", "C", "C", "H", "H", "H", "H", "H", "H", "H", "H", "H", "H", "H", "H", "H", "H", "H", "H", "H", "H", "H", "H", "H", "H", "H", "H", "H", "H", "H", "H", "H", "H", "H", "H", "H", "H", "H", "H", "H", "H", "H", "H", "H", "H", "H", "H", "H", "H", "H", "H", "H", "H", "H", "H", "H", "H", "H", "H", "H", "H", "H", "H", "S", "C", "C", "C", "C", "C", "C", "As", "C", "C", "C", "C", "C", "C", "C", "C", "C", "C", "C", "C", "H", "H", "H", "H", "H", "H", "H", "H", "H", "H", "H", "H", "H", "H", "O", "S", "C", "C", "C", "C", "C", "C", "C", "C", "C", "C", "C", "C", "H", "H", "H", "H", "H", "H", "H", "H", "H", "H"], "positions_angstrom": [[-0.03, -0.03, -1.21], [-0.08, 5.68, -1.76], [0.01, 4.16, -1.94], [1.33, 3.81, -2.65], [-0.09, 3.09, -0.41], [0.64, 4.26, 0.83], [1.15, 3.65, 2.03], [1.69, 1.61, 2.08], [3.59, 1.78, 1.46], [4.02, 1.18, 0.22], [3.04, -0.29, -0.29], [3.90, -0.69, -1.90], [3.05, -0.11, -3.03], [5.35, -0.22, -2.07], [3.67, -1.56, 0.93], [2.80, -2.82, 0.82], [5.15, -1.92, 0.86], [4.23, 2.95, 1.80], [5.25, 3.56, 1.06], [5.77, 4.79, 1.45], [5.28, 5.44, 2.58], [4.30, 4.82, 3.34], [3.81, 3.59, 2.98], [2.84, 2.86, 3.75], [1.81, 3.71, 4.26], [1.67, 4.08, 5.59], [0.68, 4.99, 5.94], [-0.14, 5.54, 4.95], [-0.02, 5.15, 3.63], [0.94, 4.20, 3.25], [3.41, 1.89, 4.64], [4.52, 2.16, 5.43], [5.02, 1.20, 6.29], [4.40, -0.04, 6.34], [3.32, -0.34, 5.53], [2.80, 0.62, 4.64], [1.77, 0.43, 3.78], [1.03, -0.82, 3.76], [-0.80, -0.53, 3.52], [-1.40, -0.03, 5.23], [-1.01, -0.93, 6.39], [-1.01, 1.41, 5.52], [-1.48, -2.28, 3.48], [-1.93, -2.59, 2.05], [-0.57, -3.39, 4.00], [-1.92, 3.06, -0.03], [-2.10, 2.23, 1.25], [-2.66, 4.39, 0.08], [-0.17, 6.16, -2.74], [0.82, 6.08, -1.28], [-0.94, 5.98, -1.16], [-0.83, 3.84, -2.57], [2.18, 4.00, -1.98], [1.47, 4.41, -3.55], [1.35, 2.75, -2.92], [-0.07, 5.07, 1.02], [1.50, 4.70, 0.29], [5.07, 0.89, 0.30], [3.93, 1.89, -0.62], [3.88, -1.78, -1.98], [3.01, 0.99, -2.95], [2.03, -0.49, -2.99], [3.47, -0.35, -4.01], [5.40, 0.87, -2.12], [5.75, -0.62, -3.00], [6.00, -0.56, -1.26], [3.47, -1.09, 1.90], [2.97, -3.33, -0.13], [1.74, -2.57, 0.88], [3.04, -3.53, 1.62], [5.40, -2.40, -0.09], [5.38, -2.63, 1.66], [5.79, -1.05, 1.01], [5.64, 3.09, 0.17], [6.55, 5.24, 0.86], [5.68, 6.40, 2.87], [3.91, 5.31, 4.23], [2.33, 3.67, 6.33], [0.56, 5.29, 6.97], [-0.88, 6.27, 5.23], [-0.68, 5.59, 2.89], [4.99, 3.14, 5.37], [5.88, 1.42, 6.91], [4.78, -0.80, 7.02], [2.90, -1.33, 5.57], [1.19, -1.40, 4.67], [1.35, -1.45, 2.92], [-2.49, -0.07, 5.11], [0.08, -0.96, 6.52], [-1.38, -1.94, 6.27], [-1.43, -0.52, 7.32], [0.06, 1.47, 5.75], [-1.56, 1.80, 6.39], [-1.20, 2.07, 4.68], [-2.37, -2.23, 4.12], [-1.08, -2.60, 1.38], [-2.64, -1.84, 1.68], [-2.41, -3.57, 1.99], [0.30, -3.51, 3.35], [-1.12, -4.34, 4.00], [-0.22, -3.20, 5.01], [-2.35, 2.49, -0.86], [-1.64, 2.74, 2.10], [-1.64, 1.25, 1.15], [-3.16, 2.09, 1.47], [-2.22, 5.04, 0.84], [-3.69, 4.19, 0.38], [-2.69, 4.92, -0.87], [-2.90, -0.91, -1.60], [-3.52, -2.42, -1.02], [-4.90, -2.65, -0.88], [-5.37, -3.86, -0.41], [-4.49, -4.88, -0.08], [-3.12, -4.68, -0.22], [-2.63, -3.47, -0.70], [-0.74, -3.04, -0.82], [-0.06, -4.83, -0.32], [0.01, -5.88, -1.24], [0.44, -7.14, -0.84], [0.80, -7.37, 0.48], [0.72, -6.34, 1.40], [0.30, -5.08, 1.00], [-0.38, -3.26, -2.71], [-1.34, -3.59, -3.66], [-0.98, -3.79, -4.99], [0.34, -3.66, -5.38], [1.31, -3.35, -4.44], [0.95, -3.15, -3.12], [-5.58, -1.85, -1.13], [-6.44, -4.02, -0.32], [-4.86, -5.83, 0.29], [-2.44, -5.47, 0.05], [-0.27, -5.72, -2.27], [0.48, -7.95, -1.56], [1.14, -8.35, 0.78], [0.99, -6.52, 2.44], [0.24, -4.28, 1.73], [-2.38, -3.70, -3.36], [-1.74, -4.06, -5.71], [0.61, -3.80, -6.42], [2.35, -3.27, -4.74], [1.72, -2.96, -2.37], [-0.32, -0.05, -3.48], [-0.66, 1.16, -4.28], [-1.87, 0.62, -5.51], [-2.56, -0.54, -5.25], [-3.48, -1.01, -6.18], [-3.71, -0.29, -7.35], [-3.04, 0.90, -7.58], [-2.12, 1.37, -6.65], [0.68, 1.34, -5.49], [1.35, 0.21, -5.91], [2.38, 0.35, -6.84], [2.71, 1.60, -7.33], [2.03, 2.73, -6.90], [1.00, 2.60, -5.97], [-2.39, -1.07, -4.32], [-4.02, -1.93, -5.99], [-4.42, -0.66, -8.08], [-3.22, 1.47, -8.48], [-1.59, 2.30, -6.84], [1.08, -0.76, -5.51], [2.91, -0.53, -7.18], [3.52, 1.70, -8.05], [2.28, 3.70, -7.29], [0.46, 3.47, -5.63]]}

***

[4]
{"formula": "C24H32BIrN6S2", "method": "wB97M-V/def2-TZVPD", "relative_energy_kcal_mol": 10.7, "fmax_ev_per_a": 0.17, "orbital_gap_ev": [7.1, 7.1], "elements": ["Ir", "C", "C", "C", "C", "C", "C", "N", "N", "B", "N", "C", "C", "C", "N", "C", "C", "C", "N", "C", "C", "C", "N", "C", "C", "C", "H", "H", "H", "H", "H", "H", "H", "H", "H", "H", "H", "H", "H", "H", "H", "H", "H", "H", "H", "H", "H", "H", "H", "H", "H", "H", "H", "H", "S", "C", "C", "C", "C", "C", "C", "S", "H", "H", "H", "H"], "positions_angstrom": [[0.06, -0.03, -0.12], [0.68, -3.18, 1.17], [0.72, -3.77, -0.23], [-0.09, -5.08, -0.21], [0.23, -2.93, -1.40], [0.01, -3.50, -2.66], [-0.56, -2.51, -3.43], [-0.65, -1.41, -2.67], [-0.16, -1.65, -1.44], [-1.33, -0.08, -2.96], [-0.27, 1.01, -2.91], [0.13, 1.87, -3.85], [1.00, 2.76, -3.26], [1.07, 2.40, -1.90], [0.31, 1.31, -1.72], [1.82, 3.26, -0.91], [1.62, 3.00, 0.58], [1.44, 4.73, -1.17], [-2.38, 0.19, -1.85], [-3.69, 0.37, -2.05], [-4.29, 0.58, -0.83], [-3.25, 0.53, 0.10], [-2.09, 0.28, -0.52], [-3.46, 0.72, 1.58], [-2.80, 2.01, 2.09], [-3.11, -0.53, 2.38], [1.01, -3.95, 1.87], [-0.34, -2.89, 1.44], [1.33, -2.32, 1.28], [1.76, -4.04, -0.46], [-1.14, -4.86, -0.01], [0.27, -5.73, 0.59], [-0.04, -5.63, -1.15], [0.23, -4.51, -2.96], [-0.92, -2.51, -4.44], [-1.86, -0.10, -4.03], [-0.24, 1.78, -4.85], [1.50, 3.58, -3.74], [2.88, 3.15, -1.14], [0.57, 3.09, 0.86], [2.18, 3.76, 1.14], [1.98, 2.03, 0.89], [0.38, 4.88, -0.97], [1.64, 5.05, -2.19], [2.00, 5.38, -0.50], [-4.09, 0.33, -3.05], [-5.33, 0.76, -0.63], [-4.53, 0.87, 1.68], [-1.72, 2.02, 1.92], [-2.97, 2.12, 3.16], [-3.23, 2.87, 1.57], [-2.08, -0.84, 2.25], [-3.75, -1.36, 2.06], [-3.28, -0.36, 3.44], [0.14, 0.16, 2.08], [1.81, -0.07, 2.54], [2.18, 0.00, 3.89], [3.49, -0.18, 4.26], [4.46, -0.43, 3.28], [4.11, -0.49, 1.95], [2.78, -0.31, 1.56], [2.32, -0.39, -0.11], [1.41, 0.19, 4.64], [3.78, -0.14, 5.31], [5.50, -0.57, 3.57], [4.86, -0.68, 1.19]]}

***

[5]
{"formula": "C3H5N2O", "method": "wB97M-V/def2-TZVPD", "relative_energy_kcal_mol": 108.4, "total_charge": 1, "fmax_ev_per_a": 6.32, "orbital_gap_ev": [7.5, 7.5], "elements": ["C", "C", "C", "N", "N", "O", "H", "H", "H", "H", "H"], "positions_angstrom": [[0.17, -0.70, 0.81], [0.24, 1.75, 0.54], [-0.17, -0.45, -1.53], [-0.02, 0.69, 1.08], [0.02, -1.08, -0.43], [0.75, 2.66, 0.14], [0.01, -1.30, 1.79], [-0.44, -0.95, -2.34], [-0.09, 0.67, -1.46], [-0.43, 0.79, 2.00], [-0.05, -2.08, -0.60]]}

***

[6]
{"formula": "C36H54Cl42NOS", "method": "wB97M-V/def2-TZVPD", "total_charge": 1, "fmax_ev_per_a": 1.90, "orbital_gap_ev": 8.5, "elements": ["C", "C", "C", "C", "C", "C", "C", "C", "C", "C", "C", "C", "C", "C", "C", "N", "C", "S", "C", "C", "C", "C", "C", "C", "O", "H", "H", "H", "H", "H", "H", "H", "H", "H", "H", "H", "H", "H", "H", "H", "H", "H", "H", "H", "H", "H", "H", "H", "H", "H", "H", "H", "H", "H", "H", "H", "H", "H", "H", "H", "H", "H", "H", "H", "H", "C", "Cl", "Cl", "Cl", "H", "C", "Cl", "Cl", "Cl", "H", "C", "Cl", "Cl", "Cl", "H", "C", "Cl", "Cl", "Cl", "H", "C", "Cl", "Cl", "Cl", "H", "C", "Cl", "Cl", "Cl", "H", "C", "Cl", "Cl", "Cl", "H", "C", "Cl", "Cl", "Cl", "H", "C", "Cl", "Cl", "Cl", "H", "C", "Cl", "Cl", "Cl", "H", "C", "Cl", "Cl", "Cl", "H", "C", "Cl", "Cl", "Cl", "H", "C", "Cl", "Cl", "Cl", "H", "C", "Cl", "Cl", "Cl", "H"], "positions_angstrom": [[5.87, -0.39, 0.41], [6.53, 0.58, -0.61], [5.41, 1.33, -1.40], [4.99, 2.66, -0.74], [4.35, 3.67, -1.72], [3.74, 4.90, -1.01], [2.29, 4.65, -0.47], [1.42, 5.88, -0.85], [-0.03, 5.84, -0.28], [-1.10, 5.46, -1.36], [-1.39, 3.93, -1.27], [-0.77, 3.14, -2.45], [-1.40, 1.71, -2.58], [-0.38, 0.65, -2.08], [-0.19, 0.79, -0.54], [-0.04, -0.49, 0.17], [1.14, -0.85, 0.73], [2.59, 0.22, 0.68], [1.30, -2.03, 1.37], [0.22, -2.90, 1.45], [-0.97, -2.52, 0.87], [-1.10, -1.30, 0.25], [-2.47, -0.97, -0.33], [-3.54, -1.13, 0.84], [-4.37, 0.03, 0.83], [6.60, -0.98, 0.98], [5.11, -1.02, -0.07], [5.33, 0.22, 1.16], [7.18, 0.00, -1.28], [7.13, 1.28, -0.01], [5.78, 1.46, -2.42], [4.52, 0.66, -1.44], [5.90, 3.13, -0.33], [4.26, 2.48, 0.07], [3.63, 3.19, -2.41], [5.17, 4.06, -2.36], [4.39, 5.28, -0.21], [3.66, 5.69, -1.77], [2.39, 4.56, 0.63], [1.89, 3.69, -0.85], [1.36, 5.91, -1.94], [1.91, 6.77, -0.42], [-0.15, 5.24, 0.63], [-0.28, 6.88, 0.01], [-2.03, 5.99, -1.11], [-0.77, 5.73, -2.37], [-2.49, 3.81, -1.35], [-1.08, 3.55, -0.28], [0.31, 2.97, -2.31], [-0.89, 3.68, -3.39], [-2.37, 1.65, -2.07], [-1.59, 1.56, -3.66], [0.56, 0.87, -2.61], [-0.78, -0.34, -2.34], [0.62, 1.50, -0.35], [-1.10, 1.26, -0.15], [2.49, 0.86, 1.88], [2.23, -2.32, 1.84], [0.25, -3.87, 1.94], [-1.83, -3.19, 0.92], [-2.58, 0.06, -0.69], [-2.67, -1.72, -1.10], [-3.03, -1.16, 1.82], [-4.10, -2.06, 0.71], [-3.89, 0.69, 1.36], [0.97, -3.91, -2.88], [2.73, -4.00, -2.84], [0.32, -3.63, -1.26], [0.43, -2.65, -3.99], [0.59, -4.86, -3.24], [4.53, -5.67, 3.55], [3.01, -6.00, 2.69], [5.42, -7.17, 3.76], [5.50, -4.47, 2.69], [4.28, -5.27, 4.53], [-2.41, -6.79, -0.78], [-1.47, -6.15, 0.57], [-4.09, -6.28, -0.70], [-1.68, -6.30, -2.32], [-2.38, -7.87, -0.72], [6.52, -10.75, 3.56], [8.00, -11.69, 3.36], [5.12, -11.82, 3.65], [6.62, -9.73, 5.00], [6.41, -10.11, 2.69], [-2.32, 9.28, 1.96], [-1.57, 7.86, 2.68], [-1.36, 10.72, 2.29], [-2.53, 9.05, 0.22], [-3.30, 9.41, 2.40], [0.14, -7.41, 5.62], [1.70, -6.59, 5.76], [-0.67, -7.04, 4.09], [0.38, -9.15, 5.77], [-0.50, -7.08, 6.43], [-5.09, 10.81, -2.12], [-4.15, 11.91, -3.13], [-6.61, 11.56, -1.63], [-5.39, 9.29, -2.97], [-4.52, 10.59, -1.23], [-0.37, 2.85, -6.73], [-1.77, 3.41, -5.81], [0.42, 4.20, -7.54], [0.77, 2.00, -5.68], [-0.72, 2.15, -7.49], [-6.28, 3.01, 1.31], [-5.54, 3.69, 2.77], [-7.96, 3.51, 1.17], [-5.36, 3.49, -0.12], [-6.24, 1.93, 1.39], [7.59, 0.32, 4.21], [7.20, -1.38, 3.98], [8.51, 0.95, 2.85], [6.11, 1.27, 4.46], [8.20, 0.41, 5.10], [2.38, -10.57, 1.04], [2.61, -9.02, 1.85], [0.96, -10.50, -0.02], [3.82, -11.01, 0.13], [2.20, -11.32, 1.80], [-2.83, -11.59, 4.92], [-3.32, -13.27, 4.74], [-1.99, -11.02, 3.48], [-4.23, -10.57, 5.27], [-2.15, -11.52, 5.76], [-5.91, 2.90, -6.48], [-5.26, 2.88, -4.84], [-6.35, 4.54, -6.96], [-4.76, 2.20, -7.62], [-6.81, 2.29, -6.49], [-11.69, 4.95, 0.41], [-10.75, 6.07, -0.58], [-13.24, 5.65, 0.85], [-11.91, 3.42, -0.44], [-11.13, 4.75, 1.32]]}

***

| no. | electronic energy (eV) |
| --- | --- |
| 1 | -210824.57330 |
| 2 | -13273.20810 |
| 3 | -264141.21956 |
| 4 | -59538.10232 |
| 5 | -8208.49378 |
| 6 | -578515.03476 |